No. 1
{
  "formula": "C3H5NO2S2",
  "method": "the ωB97M-V functional and the def2-TZVPD basis",
  "e_lumo_ev": -1.8,
  "homo_energy_ev": -9.16,
  "total_charge": 0,
  "de_lowest_kcal_mol": 134.8,
  "gap_ha": 0.2704,
  "symbols": ["C", "C", "C", "H", "H", "H", "H", "H", "N", "O", "O", "S", "S"],
  "xyz": [[-0.1832, -0.1623, 1.4207], [-0.3263, 0.0079, -0.0854], [-0.9821, 1.3202, -0.7013], [-0.2340, -2.1892, 1.3334], [-1.0661, 0.4115, 1.7406], [0.7157, 0.1087, 1.9447], [3.4382, -0.7452, -1.3935], [-0.2572, 0.7422, -2.5803], [0.4564, -0.5687, -0.9735], [-0.8535, -1.4098, 1.6862], [-0.6870, 1.5919, -2.0291], [1.9672, -1.4702, -0.4352], [-1.9882, 2.3630, 0.0727]],
  "forces_ev_per_a": [[-4.7919, 0.0440, -1.0080], [4.0447, 0.9992, -2.0207], [-0.7410, -0.6179, -1.5570], [-2.0373, 2.3215, 1.2207], [1.0189, 1.0514, 0.5289], [0.5813, -0.2795, -0.1783], [-3.4873, -1.2149, 1.6930], [-1.3216, 2.7622, 2.8117], [0.5755, 0.8474, 1.2142], [3.4226, -3.3150, -0.8413], [0.9355, -3.3124, -0.0776], [0.7290, 1.6676, -1.6365], [1.0716, -0.9536, -0.1490]],
  "nbo_charge": [-0.173, 0.218, 0.169, 0.461, 0.233, 0.219, 0.180, 0.523, -0.560, -0.692, -0.672, 0.074, 0.020]
}


No. 2
{
  "formula": "C3H4",
  "method": "the ωB97M-V functional and the def2-TZVPD basis",
  "e_lumo_ev": 1.0,
  "homo_energy_ev": -9.32,
  "total_charge": 0,
  "de_lowest_kcal_mol": 79.4,
  "smiles": "C1=CC=1.[H][H]",
  "gap_ha": 0.3796,
  "symbols": ["C", "C", "C", "H", "H", "H", "H"],
  "xyz": [[0.0762, 1.1525, -0.1040], [-1.2790, 0.7914, 0.2038], [-0.3407, -0.1477, 0.3885], [-2.2678, 1.1057, 0.3576], [-0.0644, -1.2183, 0.6064], [1.9515, -1.2264, -0.7261], [1.9241, -0.4572, -0.7260]],
  "forces_ev_per_a": [[-1.0854, -1.3668, 0.5892], [2.5101, -0.7205, 0.5107], [-0.2004, 0.3223, -0.7251], [-1.1210, 0.2942, -0.1478], [-0.3614, 1.5815, -0.1025], [0.1288, 0.8569, -0.0739], [0.1292, -0.9676, -0.0506]],
  "nbo_charge": [-0.074, -0.198, -0.190, 0.225, 0.246, -0.035, 0.027]
}


No. 3
{
  "formula": "CH5NO2",
  "method": "the ωB97M-V functional and the def2-TZVPD basis",
  "e_lumo_ev": 0.8,
  "homo_energy_ev": -10.52,
  "total_charge": 0,
  "de_lowest_kcal_mol": 20.3,
  "smiles": "NC=O.O",
  "gap_ha": 0.4146,
  "symbols": ["N", "C", "O", "H", "H", "H", "O", "H", "H"],
  "xyz": [[0.5134, 1.1903, 0.8102], [0.8444, -0.1822, 0.6193], [-0.0160, -1.0181, 0.8316], [-0.4029, 1.4046, 1.3402], [1.2448, 1.8000, 0.5103], [1.8198, -0.4327, 0.3345], [-1.5947, -0.7444, -1.6956], [-0.8019, -0.4023, -1.4364], [-1.6069, -1.6151, -1.3141]],
  "forces_ev_per_a": [[-0.4017, -2.6381, 0.3604], [-4.3757, 2.0024, 1.7660], [0.9348, -0.1456, -0.2120], [2.4518, -0.2431, -1.5575], [-0.2744, 1.0225, 0.3973], [1.7884, -0.0294, -0.7052], [-3.2847, -0.9965, -1.5036], [3.2532, 1.5333, 1.1488], [-0.0917, -0.5055, 0.3059]],
  "nbo_charge": [-0.866, 0.507, -0.600, 0.434, 0.394, 0.130, -0.928, 0.457, 0.471]
}


No. 4
{
  "formula": "C34H26F3O6S3",
  "method": "the ωB97M-V functional and the def2-TZVPD basis",
  "e_lumo_ev": 1.7,
  "homo_energy_ev": -2.64,
  "total_charge": -1,
  "gap_ha": 0.1589,
  "symbols": ["C", "C", "C", "C", "S", "C", "C", "C", "C", "C", "C", "C", "C", "S", "C", "C", "C", "C", "C", "C", "O", "O", "O", "O", "C", "C", "H", "H", "H", "H", "H", "H", "H", "H", "H", "H", "H", "H", "H", "H", "H", "H", "F", "C", "F", "F", "C", "C", "C", "C", "C", "S", "C", "C", "C", "C", "C", "C", "O", "O", "C", "C", "H", "H", "H", "H", "H", "H", "H", "H", "H", "H"],
  "xyz": [[-4.1170, 3.5324, 2.2580], [-3.2877, 3.4005, 1.1621], [-1.9740, 3.0081, 1.3313], [-1.4959, 2.7551, 2.5958], [0.2186, 2.2771, 2.8353], [0.2328, 0.4991, 2.6274], [-0.8318, -0.2211, 2.9459], [-0.9485, -1.6878, 2.8435], [-0.6844, -2.3606, 1.6530], [-0.7226, -3.7377, 1.5983], [-1.0556, -4.4718, 2.7181], [-1.3600, -3.8182, 3.8939], [-1.3070, -2.4423, 3.9578], [1.7454, -0.2333, 1.9995], [3.0938, 0.8445, 2.5218], [3.8804, 1.4499, 1.5707], [4.9283, 2.2629, 1.9569], [5.1831, 2.4743, 3.2962], [4.3898, 1.8653, 4.2464], [3.3467, 1.0469, 3.8595], [1.9953, -1.5084, 2.7779], [1.6559, -0.2684, 0.4878], [0.9977, 2.8908, 1.6921], [0.5694, 2.5149, 4.2896], [-2.3137, 2.8916, 3.6920], [-3.6285, 3.2785, 3.5239], [-5.1398, 3.8504, 2.1276], [-3.6607, 3.6176, 0.1753], [-1.3040, 2.9162, 0.4904], [-1.6874, 0.2950, 3.3495], [-0.4222, -1.7858, 0.7803], [-0.4728, -4.2477, 0.6831], [-1.0677, -5.5509, 2.6776], [-1.6283, -4.3901, 4.7678], [-1.5199, -1.9368, 4.8843], [3.6560, 1.2818, 0.5290], [5.5493, 2.7310, 1.2123], [6.0009, 3.1100, 3.5992], [4.5845, 2.0287, 5.2926], [2.7187, 0.5654, 4.5926], [-1.9027, 2.7117, 4.6733], [-4.2672, 3.3967, 4.3828], [-0.4030, 5.1302, -5.1848], [0.5453, 4.7066, -4.3250], [1.7702, 4.9905, -4.8111], [0.3743, 5.2966, -3.1255], [0.4198, 3.2026, -4.1515], [1.5456, 2.4376, -3.8826], [1.4478, 1.0806, -3.7497], [0.1907, 0.4247, -3.8718], [0.1030, -0.9399, -3.7606], [-1.4690, -1.8099, -3.8011], [-1.0733, -3.5431, -3.5208], [-0.7430, -4.3529, -4.5831], [-0.4964, -5.6959, -4.3746], [-0.5762, -6.2248, -3.1030], [-0.8959, -5.4066, -2.0395], [-1.1411, -4.0633, -2.2487], [-2.2351, -1.3289, -2.5885], [-1.9671, -1.6835, -5.2227], [-0.9502, 1.2400, -4.1109], [-0.8243, 2.5949, -4.2523], [2.4937, 2.9420, -3.7846], [2.3212, 0.4967, -3.5199], [0.9906, -1.5274, -3.6601], [-0.7122, -3.9287, -5.5747], [-0.2657, -6.3360, -5.2092], [-0.4075, -7.2786, -2.9440], [-0.9806, -5.8239, -1.0507], [-1.4172, -3.4112, -1.4349], [-1.9103, 0.7609, -4.2020], [-1.6810, 3.2151, -4.4646]],
  "forces_ev_per_a": [[-0.1152, 0.0715, -0.0168], [-0.0125, 0.0391, -0.1758], [0.4292, -0.0410, -0.6795], [0.5210, -0.2018, 0.2257], [1.9463, 2.0833, 0.2593], [0.3839, 0.4064, -0.2614], [0.0607, -0.5620, 0.1004], [-0.0246, -0.4889, -0.1335], [0.0991, 0.4775, -0.0249], [-0.0135, -0.1267, -0.1296], [0.0469, -0.1592, -0.0640], [-0.0476, -0.1113, 0.2486], [-0.0827, 0.4608, 0.0004], [1.4607, -3.0180, -1.8100], [-0.5408, 0.0333, -0.3544], [-0.1267, -0.0341, -0.7464], [0.1091, -0.0355, -0.1497], [0.1011, 0.0606, 0.0030], [-0.0603, -0.0685, 0.2032], [-0.3708, -0.3450, 0.5149], [-0.9122, 3.0764, -1.8976], [0.2795, 0.2092, 4.2527], [-1.8582, -1.6621, 3.2299], [-0.7909, -0.3740, -3.6238], [0.0747, -0.0634, 0.7286], [-0.0702, 0.0169, 0.1887], [-0.1189, 0.0075, -0.0264], [0.0069, -0.0255, -0.1797], [0.0267, -0.0200, -0.1871], [-0.2345, 0.1974, 0.0973], [0.0627, 0.0395, -0.2575], [0.0274, 0.0100, -0.2029], [-0.0372, -0.0927, -0.0146], [-0.0323, -0.0241, 0.1657], [-0.0753, 0.0891, 0.2596], [-0.0364, 0.0434, -0.1575], [0.0501, 0.0683, -0.1812], [0.0750, 0.0833, 0.0340], [-0.0227, -0.0041, 0.2014], [-0.0312, -0.0239, 0.1594], [0.0080, -0.0061, 0.1544], [-0.0889, -0.0038, 0.1710], [0.2987, 1.1173, 0.1650], [-0.2983, -3.9879, 0.2421], [-0.1934, 1.1674, 0.0902], [0.1350, 1.3252, -0.2598], [0.1183, 1.2626, -0.3579], [-0.0266, 0.0553, -0.0370], [-0.1871, 0.1043, 0.0501], [-0.4205, 0.4076, -0.0224], [-1.1470, -2.2381, 0.1784], [1.6157, 3.2078, -0.3046], [-0.1456, 0.5248, -0.0821], [-0.0111, 0.1250, -0.5622], [0.0397, -0.0703, -0.1683], [0.0236, -0.2374, 0.0191], [-0.0437, 0.0104, 0.1483], [-0.1644, 0.2182, 0.4759], [0.2816, -1.4672, -2.6975], [-0.3462, -0.7767, 2.9971], [0.0754, 0.1591, 0.0302], [0.0397, -0.0223, 0.0043], [0.2594, -0.0603, 0.0207], [0.2337, -0.1972, 0.0253], [0.1424, -0.5664, 0.1253], [-0.0084, 0.0761, -0.1083], [0.0850, -0.0948, -0.1814], [0.0515, -0.1405, 0.0283], [0.0083, -0.0597, 0.2396], [-0.0563, 0.1165, 0.0861], [-0.1717, 0.0782, -0.0383], [-0.2533, -0.0190, -0.0302]],
  "lowdin_charge": [-0.072, -0.051, -0.034, -0.305, 0.814, -0.322, -0.025, -0.219, -0.023, -0.055, -0.079, -0.086, -0.035, 0.817, -0.306, -0.054, -0.062, -0.077, -0.068, -0.073, -0.322, -0.312, -0.316, -0.342, -0.080, -0.073, 0.106, 0.114, 0.128, 0.123, 0.116, 0.088, 0.102, 0.099, 0.112, 0.120, 0.107, 0.103, 0.105, 0.119, 0.112, 0.104, 0.112, -0.591, 0.111, 0.119, -0.187, -0.066, -0.058, -0.328, -0.220, 0.766, -0.287, -0.062, -0.086, -0.097, -0.089, -0.064, -0.399, -0.395, -0.053, -0.055, 0.104, 0.095, 0.052, 0.112, 0.098, 0.097, 0.090, 0.097, 0.083, 0.106]
}